16
Properties=species:S:1:pos:R:3 method="wB97M-V/def2-TZVPD" charge=0 lumo_energy_ev=0.698 homo_ev=-9.2 total_energy_ev=-18666.358 gap_ev=9.85 relative_energy_kj_mol=112.7 smiles="CNC(=O)CCS"
C 2.73 1.06 -0.42
N 1.55 1.82 0.04
C 0.26 1.27 0.04
O -0.70 1.99 0.24
C 0.10 -0.25 -0.09
C -1.24 -0.70 0.51
S -1.64 -2.38 -0.09
H 2.95 0.24 0.28
H 2.43 0.56 -1.33
H 3.60 1.69 -0.48
H 1.74 2.43 0.82
H 0.95 -0.70 0.40
H 0.37 -0.38 -1.15
H -1.00 -0.73 1.57
H -2.00 0.00 0.20
H -0.70 -2.63 -1.01

=====

9
Properties=species:S:1:pos:R:3 method="wB97M-V/def2-TZVPD" charge=+1 lumo_energy_ev="-7.558 / -7.472" homo_ev="-15.7 / -14.8" total_energy_ev=-37370.230 gap_ev="8.12 / 7.33" relative_energy_kj_mol=322.5
N -0.49 -0.85 -1.15
N 0.13 1.39 0.17
P -0.16 -0.27 0.36
Cl -1.67 -0.37 1.57
Cl 2.47 -1.23 2.26
H -1.36 -1.27 -1.36
H 0.27 -0.91 -1.86
H 0.66 1.93 0.80
H 0.17 1.58 -0.80